A molecular structure, C33H43N3O2P2Si2Tc in a non-equilibrium geometry. Source: OMol25; level of theory: ωB97M-V with the def2-TZVPD basis set.

Last column: Löwdin spin population.
Positions of all 86 atoms, in Å:
1 Tc -0.024 0.744 -1.365  0.26
2 C -2.251 1.243 -3.315  0.00
3 Si -3.003 -0.193 -2.280  0.00
4 C -4.700 0.297 -1.580  0.00
5 C -3.008 -1.859 -3.193  0.00
6 N -1.729 -0.293 -1.039  0.03
7 P -1.784 -0.125 0.596  0.05
8 C -0.127 0.483 0.735  0.49
9 P 1.361 -0.484 0.781  0.05
10 N 1.432 -0.572 -0.856  0.03
11 Si 2.574 -1.365 -1.965  0.01
12 C 1.377 -2.066 -3.272  0.00
13 C 3.516 -2.746 -1.060  0.00
14 C 3.730 0.008 -2.606  0.00
15 C 1.451 -2.127 1.505  0.00
16 C 0.627 -3.101 0.943  0.00
17 C 0.689 -4.399 1.412  0.00
18 C 1.584 -4.724 2.424  0.00
19 C 2.399 -3.751 2.983  0.00
20 C 2.330 -2.443 2.533  0.00
21 C 2.666 0.637 1.331  0.00
22 C 2.303 1.937 1.665  0.01
23 C 3.273 2.884 1.927  0.00
24 C 4.614 2.544 1.834  0.00
25 C 4.981 1.250 1.499  0.00
26 C 4.011 0.294 1.252  0.00
27 C -2.844 1.288 1.005  0.01
28 C -2.406 2.531 0.559  0.00
29 C -3.176 3.657 0.770  0.00
30 C -4.400 3.542 1.413  0.00
31 C -4.844 2.305 1.847  0.00
32 C -4.065 1.174 1.654  0.00
33 C -2.341 -1.572 1.512  0.00
34 C -3.328 -2.391 0.977  0.00
35 C -3.811 -3.448 1.727  0.00
36 C -3.299 -3.688 2.993  0.00
37 C -2.299 -2.881 3.516  0.00
38 C -1.818 -1.814 2.778  0.00
39 H -2.893 1.525 -4.143  0.00
40 H -2.122 2.139 -2.698  0.00
41 H -1.285 0.964 -3.747  0.00
42 H -5.441 0.283 -2.375  0.00
43 H -5.043 -0.389 -0.812  0.00
44 H -4.701 1.295 -1.151  0.00
45 H -3.542 -1.765 -4.133  0.00
46 H -2.004 -2.213 -3.412  0.00
47 H -3.508 -2.633 -2.617  0.00
48 H 0.740 -2.834 -2.842  0.00
49 H 0.733 -1.287 -3.675  0.00
50 H 1.913 -2.516 -4.100  0.00
51 H 2.853 -3.487 -0.626  0.00
52 H 4.162 -3.256 -1.768  0.00
53 H 4.152 -2.369 -0.266  0.00
54 H 3.167 0.849 -3.002  0.00
55 H 4.369 0.392 -1.815  0.00
56 H 4.368 -0.369 -3.397  0.00
57 H -0.038 -2.820 0.137  0.00
58 H 0.048 -5.159 0.992  0.00
59 H 1.646 -5.742 2.776  0.00
60 H 3.088 -4.012 3.772  0.00
61 H 2.957 -1.677 2.966  0.00
62 H 1.248 2.169 1.730  0.01
63 H 2.989 3.889 2.206  0.00
64 H 5.373 3.289 2.022  0.00
65 H 6.026 0.986 1.429  0.00
66 H 4.289 -0.718 1.004  0.00
67 H -1.443 2.587 0.056  0.00
68 H -2.835 4.623 0.429  0.00
69 H -5.010 4.418 1.570  0.00
70 H -5.804 2.213 2.328  0.00
71 H -4.408 0.214 2.008  0.00
72 H -3.707 -2.187 -0.014  0.00
73 H -4.593 -4.078 1.331  0.00
74 H -3.685 -4.508 3.576  0.00
75 H -1.905 -3.077 4.501  0.00
76 H -1.047 -1.159 3.163  0.00
77 N 2.546 5.665 -1.241  0.00
78 C 1.460 4.701 -1.193  0.00
79 C 2.072 3.316 -1.423  0.00
80 O 3.370 3.306 -1.476  0.00
81 O 1.392 2.309 -1.574  0.00
82 H 2.494 6.347 -0.495  0.00
83 H 2.581 6.167 -2.122  0.00
84 H 3.662 4.265 -1.369  0.00
85 H 0.677 4.865 -1.940  0.00
86 H 0.979 4.695 -0.212  0.00

Output
E_HOMO (alpha / beta), eV: -13.89 / -13.76
2S+1: 2
Total charge: +2
HOMO-LUMO gap (alpha / beta), eV: 7.48 / 6.79
Expectation value of S²: 0.9771

A molecular structure, C33H44AsN4ORuSSi. Source: OMol25; level of theory: ωB97M-V with the def2-TZVPD basis set.

Last column: Löwdin spin population.
Positions of all 86 atoms, in Å:
1 Ru 0.341 0.178 -0.071  3.41
2 C -1.504 2.835 0.510  0.01
3 C -0.428 2.807 1.591  0.01
4 N 0.829 2.187 1.143  0.07
5 C 1.780 3.047 0.422  0.00
6 C 1.356 3.413 -0.995  0.01
7 S 0.848 1.992 -2.021  0.08
8 C -0.884 2.397 -2.415  0.01
9 C -1.953 1.655 -1.613  0.01
10 N -1.633 1.538 -0.181  0.07
11 H -1.276 3.601 -0.226  0.00
12 H -2.451 3.133 0.968  0.00
13 H -0.784 2.214 2.435  0.00
14 H -0.264 3.827 1.957  0.00
15 H 1.308 1.840 1.968  0.00
16 H 2.722 2.499 0.379  0.00
17 H 1.967 3.978 0.969  0.00
18 H 2.201 3.885 -1.494  0.00
19 H 0.547 4.140 -1.003  0.00
20 H -1.013 2.159 -3.469  0.00
21 H -0.987 3.479 -2.337  0.00
22 H -2.068 0.640 -2.001  0.00
23 H -2.905 2.176 -1.772  0.00
24 H -2.368 1.001 0.267  0.00
25 C 3.831 -1.353 -0.313  0.00
26 C 3.094 -1.606 0.963  0.03
27 C 3.654 -2.437 1.968  0.22
28 C 2.959 -2.657 3.146  0.00
29 C 1.712 -2.089 3.316  0.20
30 C 1.169 -1.287 2.274  0.04
31 N 1.922 -1.045 1.136  0.14
32 N -0.023 -0.726 2.241  0.45
33 Si -1.309 -0.833 3.480  0.04
34 C -2.830 -0.151 2.644  0.00
35 C -0.775 0.224 4.915  0.01
36 C -1.603 -2.612 3.953  0.01
37 H 4.067 -2.299 -0.803  0.00
38 H 4.777 -0.847 -0.112  0.00
39 H 3.231 -0.743 -0.987  0.00
40 H 4.626 -2.880 1.804  0.01
41 H 3.386 -3.275 3.924  0.00
42 H 1.144 -2.252 4.219  0.01
43 H -2.768 0.928 2.484  0.00
44 H -3.715 -0.330 3.257  0.00
45 H -2.993 -0.653 1.685  0.00
46 H -0.628 1.268 4.630  0.00
47 H 0.153 -0.135 5.364  0.00
48 H -1.540 0.206 5.695  0.00
49 H -1.519 -3.274 3.089  0.00
50 H -2.614 -2.720 4.350  0.00
51 H -0.923 -2.971 4.726  0.00
52 O 0.180 -1.274 -1.540  0.15
53 As -0.032 -1.983 -3.052  0.02
54 C 0.596 -0.818 -4.418  0.00
55 C 1.968 -0.753 -4.650  0.00
56 C 2.461 0.161 -5.568  0.00
57 C 1.588 0.999 -6.251  0.00
58 C 0.220 0.929 -6.021  0.00
59 C -0.281 0.020 -5.100  0.00
60 C -1.890 -2.330 -3.284  0.00
61 C -2.426 -2.551 -4.549  0.00
62 C -3.776 -2.848 -4.670  0.00
63 C -4.574 -2.929 -3.537  0.00
64 C -4.030 -2.719 -2.276  0.00
65 C -2.683 -2.418 -2.143  0.00
66 C 1.016 -3.575 -3.021  0.00
67 C 1.425 -4.067 -1.787  0.00
68 C 2.162 -5.241 -1.738  0.00
69 C 2.485 -5.908 -2.913  0.00
70 C 2.074 -5.410 -4.142  0.00
71 C 1.334 -4.238 -4.201  0.00
72 H 2.646 -1.417 -4.127  0.00
73 H 3.524 0.214 -5.759  0.00
74 H 1.975 1.703 -6.975  0.00
75 H -0.456 1.573 -6.567  0.00
76 H -1.350 -0.041 -4.923  0.00
77 H -1.801 -2.506 -5.433  0.00
78 H -4.202 -3.020 -5.649  0.00
79 H -5.625 -3.164 -3.636  0.00
80 H -4.655 -2.800 -1.396  0.00
81 H -2.246 -2.254 -1.165  0.00
82 H 1.166 -3.533 -0.881  0.00
83 H 2.480 -5.641 -0.785  0.00
84 H 3.059 -6.824 -2.871  0.00
85 H 2.328 -5.933 -5.054  0.00
86 H 1.017 -3.848 -5.161  0.00

Output
E_HOMO (alpha / beta), eV: -12.80 / -13.43
2S+1: 6
Total charge: +2
Energy above the lowest of the compared OMol25 structures with the same formula, charge and spin, kJ/mol: 2.8
HOMO-LUMO gap (alpha / beta), eV: 8.46 / 6.00
Expectation value of S²: 8.8050

Look up the total charge of the second one.
+2